Record 1
The following is a DFT calculation (ωB97M-V/def2-TZVPD) of a structure of composition C19H18IN3O3SSr.

**Gap between HOMO and LUMO**: 7.22 eV
**Energy above the lowest of the compared OMol25 structures with the same formula, charge and spin**: 0.0 kcal/mol

```
46
C19H18IN3O3SSr | the Open Molecules 2025 dataset | ωB97M-V/def2-TZVPD
C -0.2073 2.4299 3.1259
C -1.2257 3.0257 2.2403
H -0.6066 2.4667 4.1183
H 0.5387 3.2147 2.9477
H 0.4140 1.5014 3.1592
H -1.9078 2.6510 1.4131
H -1.9748 3.3484 3.0019
H -0.8639 3.9691 1.7855
C 1.1242 -2.9630 1.4212
C 1.4401 -4.2751 1.7862
C 0.8377 -5.3400 1.1114
C -0.0876 -5.0550 0.1051
H 1.5881 -2.1040 1.9314
H 2.1156 -4.4081 2.6057
H 1.0735 -6.3677 1.3902
H -0.6560 -5.8098 -0.4018
N 0.2509 -2.7467 0.4333
C -0.3690 -3.7310 -0.2579
C -1.3646 -3.2880 -1.2646
N -1.5232 -1.9529 -1.3126
C -2.4832 -1.4364 -2.0892
C -3.1170 -3.6053 -2.8954
C -3.2941 -2.2239 -2.8985
H -2.6060 -0.3598 -2.0556
H -4.0552 -1.7394 -3.5134
C -2.1554 -4.1696 -2.0456
H -2.0009 -5.2350 -1.9420
H -3.7184 -4.2429 -3.5438
Sr -0.6395 -0.2504 0.4053
I -2.8353 -1.1006 2.4498
O -0.8922 1.5996 -1.5272
C 0.3706 1.6759 -1.4425
N 1.1765 0.6232 -1.1571
S 2.5670 0.9375 -0.3103
O 2.2688 0.6244 1.1079
O 3.7008 0.4077 -1.0155
C 2.2846 2.6854 -0.5958
C 2.9850 3.6923 0.0271
C 2.6371 5.0274 -0.2230
C 1.4988 5.2875 -0.9914
C 0.6977 4.2517 -1.4880
C 1.1135 2.9349 -1.2986
H 3.7766 3.4750 0.7397
H 3.2062 5.8687 0.1577
H 1.2090 6.3172 -1.2559
H -0.2913 4.3892 -1.9383
```

=====

Record 2
The following is a DFT calculation (ωB97M-V/def2-TZVPD) of the molecule C6H6N4O.

**Gap between HOMO and LUMO**: 7.34 eV
**Energy above the lowest of the compared OMol25 structures with the same formula, charge and spin**: 33.3 kcal/mol
**Structure (SMILES)**: Cn1cc2nccnn2c1=O

```
17
C6H6N4O | the Open Molecules 2025 dataset | ωB97M-V/def2-TZVPD
C -0.7100 1.1512 0.0019
C 2.8387 0.7596 -0.0010
C 2.8247 -0.6806 -0.0002
C 0.5926 0.7745 0.0010
C -0.6977 -1.1309 0.0003
C -2.9120 -0.0399 -0.0005
N 1.7510 1.4592 -0.0001
N 1.7285 -1.3586 0.0002
N -1.4771 0.0093 0.0016
N 0.6019 -0.6524 0.0000
O -1.0856 -2.2749 -0.0004
H -1.1416 2.1297 0.0031
H 3.7730 1.3016 -0.0026
H 3.7384 -1.2530 0.0003
H -3.3117 0.4305 -0.9000
H -3.1984 -1.0909 0.0179
H -3.3147 0.4654 0.8785
```

=====

Record 3
The following is a DFT calculation (ωB97M-V/def2-TZVPD) of the molecule C19H34O4.

**Gap between HOMO and LUMO**: 10.43 eV
**Energy above the lowest of the compared OMol25 structures with the same formula, charge and spin**: 21.6 kcal/mol
**Structure (SMILES)**: C#CCCCCCCCCCCC[C@H](O)C[C@H](O)COC(C)=O

```
57
C19H34O4 | the Open Molecules 2025 dataset | ωB97M-V/def2-TZVPD
C -7.3108 4.5397 -0.7833
C -7.0304 3.4028 -1.0290
C -6.6703 2.0346 -1.3416
C -5.2065 1.9225 -1.7828
C -4.2432 2.2931 -0.6584
C -2.7858 2.2183 -1.1058
C -1.8220 2.5936 0.0172
C -0.3643 2.5373 -0.4343
C 0.5936 2.9122 0.6942
C 2.0500 3.0344 0.2425
C 2.6664 1.7508 -0.3160
C 2.7326 0.6159 0.7043
C 3.4785 -0.5912 0.1429
H 4.4622 -0.2740 -0.2123
H 2.9348 -0.9999 -0.7140
C 3.7011 -1.7132 1.1635
O 4.5681 -2.6937 0.6333
H 4.1695 -3.0247 -0.1897
C 2.3633 -2.3143 1.6404
H 1.9146 -1.6154 2.3463
H 1.6796 -2.4223 0.7969
C 2.5135 -3.6794 2.3414
O 3.6268 -3.7294 3.1908
H 4.4079 -3.5409 2.6494
C 2.5941 -4.8700 1.3556
H 3.5419 -4.8368 0.8107
H 2.5393 -5.7983 1.9294
O 1.5085 -4.9105 0.4332
C 1.6981 -4.4372 -0.7968
O 2.7276 -3.9422 -1.1883
C 0.4657 -4.6166 -1.6407
H 0.5879 -5.5169 -2.2404
H -0.4101 -4.7273 -1.0095
H 0.3555 -3.7720 -2.3151
H 1.6404 -3.8364 2.9859
H 4.2348 -1.3075 2.0318
H 3.2435 0.9691 1.6031
H 1.7218 0.3206 0.9860
H 2.1041 1.4205 -1.1909
H 3.6811 1.9803 -0.6510
H 2.6492 3.3673 1.0936
H 2.1122 3.8091 -0.5260
H 0.5146 2.1780 1.4977
H 0.2858 3.8765 1.1069
H -0.2203 3.2242 -1.2718
H -0.1429 1.5292 -0.7890
H -1.9658 1.9131 0.8602
H -2.0541 3.6024 0.3664
H -2.5635 1.2049 -1.4502
H -2.6337 2.8939 -1.9510
H -4.3964 1.6181 0.1878
H -4.4681 3.3064 -0.3180
H -5.0125 0.8972 -2.1077
H -5.0381 2.5829 -2.6366
H -6.8384 1.4129 -0.4569
H -7.3258 1.6751 -2.1407
H -7.5656 5.5331 -0.5636
```

=====

Record 4
The following is a DFT calculation (ωB97M-V/def2-TZVPD) of the molecule C14H25NO3.

**Gap between HOMO and LUMO**: 9.82 eV
**Energy above the lowest of the compared OMol25 structures with the same formula, charge and spin**: 0.0 kcal/mol
**Structure (SMILES)**: CCC[C@H](CCC(=O)NC1CCCCC1)C(=O)O

```
43
C14H25NO3 | the Open Molecules 2025 dataset | ωB97M-V/def2-TZVPD
C 2.7005 0.3489 4.2866
C 2.2308 0.0268 2.8737
C 1.2423 -1.1377 2.8641
C 0.7347 -1.4480 1.4512
C 1.8767 -1.9813 0.6189
O 2.6285 -2.8607 0.9354
O 1.9702 -1.3693 -0.5799
H 2.7172 -1.7321 -1.0833
H 0.3590 -0.5328 0.9875
C -0.3800 -2.5063 1.4881
C -1.0084 -2.7752 0.1157
C -1.7510 -1.5404 -0.3793
O -2.8970 -1.2978 -0.0629
N -1.0201 -0.7414 -1.1855
H -0.0463 -0.9525 -1.3444
C -1.4901 0.5403 -1.6693
C -1.2243 0.6703 -3.1686
C -1.7173 2.0196 -3.6828
C -1.0400 3.1592 -2.9278
C -1.3041 3.0339 -1.4307
C -0.8138 1.6864 -0.9105
H -1.0360 1.5945 0.1549
H 0.2695 1.6120 -1.0420
H -0.8023 3.8413 -0.8935
H -2.3762 3.1218 -1.2435
H -1.4124 4.1187 -3.2914
H 0.0367 3.1272 -3.1108
H -1.5109 2.1046 -4.7516
H -2.7983 2.0848 -3.5435
H -1.7248 -0.1416 -3.6995
H -0.1493 0.5817 -3.3487
H -2.5676 0.5606 -1.4759
H -1.7381 -3.5791 0.2208
H -0.2476 -3.0837 -0.6027
H -1.1637 -2.1645 2.1665
H 0.0359 -3.4353 1.8838
H 0.3891 -0.8935 3.4995
H 1.7254 -2.0295 3.2677
H 1.7556 0.9096 2.4385
H 3.0947 -0.2260 2.2546
H 3.4015 1.1800 4.2764
H 3.1954 -0.5130 4.7277
H 1.8559 0.6192 4.9165
```

=====

Record 5
The following is a DFT calculation (ωB97M-V/def2-TZVPD) of a structure of composition C12H38N2O8.

**Gap between HOMO and LUMO**: 8.35 eV
**Energy above the lowest of the compared OMol25 structures with the same formula, charge and spin**: 367.8 kcal/mol

```
60
C12H38N2O8 | the Open Molecules 2025 dataset | ωB97M-V/def2-TZVPD
N 0.1262 -0.0991 -0.2830
H -0.3975 0.6511 0.1450
H 1.0928 -0.0600 0.0072
H -0.0134 -0.0239 -1.2805
H -0.2510 -0.9671 0.0697
N 2.5397 0.3417 1.5707
O 1.8717 0.3874 0.5755
O 2.5540 -0.7588 2.1760
O 3.1054 1.2861 1.9645
C -3.3675 1.3003 0.7241
C -2.8805 0.9605 2.0883
C -1.9659 -0.3221 2.0854
O -2.0215 2.0106 2.3884
H -3.8141 2.2918 0.6496
H -4.1602 0.6155 0.4226
H -2.7014 1.2441 -0.1369
H -3.6714 0.9070 2.8365
H -1.7015 -0.5732 3.1126
H -1.0654 -0.2975 1.4716
H -2.6323 -1.1089 1.7319
H -2.5834 2.7844 2.4724
C -1.1037 3.7397 0.2293
C -0.0778 2.6973 0.5293
C 0.5513 2.9903 1.9056
O -0.7268 1.4561 0.5871
H -0.7508 4.7514 0.4296
H -2.0191 3.6067 0.8058
H -1.3958 3.7980 -0.8192
H 0.6883 2.7379 -0.2450
H -0.2119 2.8394 2.6690
H 0.8735 4.0295 1.9716
H 1.3457 2.2821 2.1411
H -1.4549 1.6377 1.1858
C 1.4147 -0.2776 -3.3541
C -0.1571 -0.1453 -3.2168
C -0.7669 -1.5672 -2.9007
O -0.3735 0.7337 -2.0878
H 1.6698 -0.9670 -4.1590
H 1.8743 -0.6446 -2.4364
H 1.7606 0.7091 -3.6621
H -0.5743 0.3710 -4.0814
H -1.8354 -1.5316 -2.6881
H -0.3320 -1.9962 -1.9980
H -0.7219 -2.2868 -3.7183
H -0.0131 1.6026 -2.2793
C 2.0098 -4.1932 0.1821
C 2.3121 -2.7006 0.3534
C 2.2610 -1.9343 -0.9451
O 1.4110 -2.2344 1.2851
H 1.0091 -4.3434 -0.2231
H 2.0725 -4.6931 1.1486
H 2.7212 -4.6680 -0.4937
H 3.3080 -2.5494 0.7698
H 1.2957 -2.0877 -1.4276
H 3.1395 -2.2061 -1.5302
H 2.3872 -0.8594 -0.8154
H 1.8524 -1.5134 1.7400
O -0.6252 -2.0232 0.0358
H 0.1709 -2.2774 0.5024
H -1.0512 -2.8524 -0.1815
```

=====

Record 6
The following is a DFT calculation (ωB97M-V/def2-TZVPD) of a cluster of 2 separate species, C2H4N4 in total.

**Gap between HOMO and LUMO**: 9.40 eV
**Energy above the lowest of the compared OMol25 structures with the same formula, charge and spin**: 136.3 kcal/mol

```
10
C2H4N4 | the Open Molecules 2025 dataset | ωB97M-V/def2-TZVPD
C -1.4630 -0.2366 0.0811
N 0.3169 0.1088 0.0001
C 0.8306 1.1467 0.2679
N 2.8292 -0.2446 -0.3771
N 2.3590 -1.2103 -0.6421
N 0.0692 -1.0638 -0.3411
H -1.5838 0.0664 1.1329
H -1.9135 -1.1667 -0.1475
H -1.7684 0.5830 -0.5866
H 0.3237 2.0170 0.6123
```

=====

Calculated LUMO in order - -0.61; -0.39; 0.54; 0.47; 0.39; 0.74 eV